{
  "formula": "C30H34F16O7S3",
  "method": "the ωB97M-V functional and the def2-TZVPD basis",
  "elements": ["C", "C", "C", "F", "F", "F", "F", "O", "C", "C", "F", "F", "F", "F", "H", "H", "H", "H", "C", "C", "C", "F", "F", "F", "F", "O", "C", "C", "F", "F", "F", "F", "H", "H", "H", "H", "C", "S", "O", "C", "H", "H", "H", "H", "H", "H", "C", "S", "O", "C", "H", "H", "H", "H", "H", "H", "C", "S", "O", "C", "H", "H", "H", "H", "H", "H", "C", "C", "C", "C", "C", "C", "C", "O", "C", "C", "C", "C", "C", "C", "C", "O", "H", "H", "H", "H", "H", "H", "H", "H"],
  "xyz": [[1.280, 4.706, -0.059], [-0.206, 4.499, 0.281], [-0.344, 4.407, 1.791], [0.403, 5.129, 2.557], [-1.542, 4.706, 2.255], [-0.888, 5.476, -0.315], [-0.536, 3.388, -0.378], [1.553, 4.571, -1.449], [1.756, 5.767, -2.175], [1.786, 5.388, -3.728], [0.575, 4.975, -4.131], [2.222, 6.339, -4.598], [0.933, 6.765, -1.848], [2.985, 6.101, -1.711], [1.964, 3.907, 0.229], [1.697, 5.589, 0.426], [-0.271, 3.343, 2.020], [2.414, 4.530, -3.968], [4.273, 1.635, 2.389], [5.068, 0.371, 2.675], [6.535, 0.581, 3.105], [7.182, 1.666, 2.491], [6.658, 0.555, 4.432], [4.378, -0.231, 3.627], [5.006, -0.418, 1.608], [4.121, 2.474, 3.596], [4.002, 3.867, 3.376], [3.432, 4.408, 4.785], [3.083, 5.736, 4.760], [2.417, 3.676, 5.321], [5.196, 4.311, 2.918], [3.061, 4.162, 2.452], [3.305, 1.354, 1.974], [4.655, 2.264, 1.585], [7.096, -0.285, 2.754], [4.243, 4.276, 5.501], [1.059, -7.678, -1.779], [2.157, -6.429, -2.543], [1.949, -6.350, -4.047], [1.412, -4.880, -1.794], [1.226, -7.677, -0.701], [1.223, -8.707, -2.100], [-0.016, -7.548, -1.897], [0.335, -4.870, -1.964], [1.773, -3.937, -2.204], [1.472, -4.766, -0.712], [-1.048, -0.147, 0.047], [0.742, 0.436, 0.138], [1.018, 1.117, 1.447], [1.575, -1.201, -0.014], [-1.788, 0.639, 0.199], [-1.186, -0.926, 0.797], [-1.164, -0.649, -0.913], [1.211, -1.540, -0.984], [1.203, -1.801, 0.818], [2.656, -1.067, -0.051], [-0.413, 2.205, 5.811], [0.096, 0.420, 6.059], [-1.281, -0.230, 6.242], [0.788, 0.202, 4.401], [0.392, 2.897, 5.565], [-0.805, 2.510, 6.781], [-1.097, 2.281, 4.967], [1.020, -0.839, 4.176], [1.561, 0.906, 4.092], [0.010, 0.485, 3.693], [-6.255, 0.018, -1.696], [-5.177, -0.229, -0.823], [-4.314, -1.240, -1.075], [-4.569, -2.169, -2.103], [-5.668, -1.929, -2.932], [-6.476, -0.832, -2.750], [-5.950, -2.825, -4.070], [-6.994, -2.664, -4.740], [-5.043, -3.968, -4.266], [-5.369, -4.810, -5.311], [-4.591, -5.906, -5.632], [-3.426, -6.060, -4.959], [-3.061, -5.244, -3.869], [-3.915, -4.151, -3.510], [-3.549, -3.264, -2.316], [-2.526, -3.487, -1.631], [-6.987, 0.802, -1.567], [-4.869, 0.485, -0.073], [-3.514, -1.403, -0.368], [-7.311, -0.661, -3.414], [-6.300, -4.678, -5.842], [-4.785, -6.406, -6.570], [-2.683, -6.738, -5.352], [-2.239, -5.482, -3.209]],
  "atomic_forces_ev_per_a": [[1.49, -0.56, 0.19], [3.07, 1.03, -1.28], [-2.06, -3.23, 0.03], [3.28, 1.74, 0.49], [-3.17, 0.63, -0.41], [-0.97, 1.00, 0.32], [-1.09, -1.34, 0.51], [-1.82, 1.63, -2.07], [0.80, -2.07, 0.95], [0.53, -1.02, -0.33], [-0.88, 0.56, 0.31], [-0.36, 0.64, 0.98], [-0.06, -0.22, -0.48], [0.75, 1.39, -0.99], [-0.82, -0.34, 1.22], [-0.22, 0.38, -0.42], [0.97, -0.34, -0.06], [0.51, -0.02, 1.04], [-0.45, 1.90, -0.65], [-0.62, 2.92, 0.33], [1.41, -1.36, -1.34], [-1.42, -0.76, 1.19], [-0.05, 1.12, 0.41], [-0.16, -1.19, 1.57], [0.48, -0.47, -1.18], [-0.15, 0.43, -0.92], [-1.37, -2.34, 0.79], [1.97, 0.35, 0.72], [0.06, -1.27, -0.53], [0.13, 0.44, -1.32], [-0.86, 0.64, 0.73], [0.45, -0.08, -0.28], [-0.38, -0.31, 0.63], [0.78, -0.19, 0.10], [0.02, -0.10, -0.25], [0.22, 0.30, -0.03], [-0.80, -0.03, 0.41], [-0.04, 0.70, -0.93], [-0.14, -0.17, 1.91], [-1.11, -0.24, 0.08], [0.31, 0.25, 0.06], [0.70, 0.27, -0.44], [0.01, 0.63, -0.36], [-0.14, -0.21, -0.39], [0.55, -0.51, -0.50], [0.57, -0.64, 0.14], [1.29, -0.74, 0.52], [-0.81, 0.54, -1.40], [0.01, -0.59, 0.26], [-1.09, 0.88, 0.44], [0.49, 0.23, -0.16], [-0.03, 0.06, 0.20], [-0.04, 0.26, -0.16], [0.00, -0.30, 0.10], [0.36, -0.35, -0.16], [-0.16, 0.07, 0.25], [0.92, -0.32, 0.03], [-1.65, 1.07, 0.44], [2.04, 0.34, -0.79], [-1.32, 0.05, -1.06], [0.34, -0.40, 0.16], [-0.40, -0.11, -0.28], [-0.43, -0.39, 0.37], [0.29, 0.09, 0.37], [0.45, -0.17, 0.80], [-0.37, -0.22, 0.01], [-0.48, -0.17, -0.11], [0.09, 1.26, -0.37], [-0.18, -0.93, 0.47], [2.50, -0.77, 0.57], [0.67, -1.74, -1.74], [-0.60, 0.93, 0.78], [-0.92, 0.22, 0.85], [0.57, -0.13, -0.13], [-1.68, 1.54, -0.67], [-0.53, -1.48, -0.47], [-1.13, 1.69, -1.15], [2.72, 0.20, 1.69], [-1.60, 0.01, -0.36], [2.56, -0.46, 2.01], [-1.98, -0.43, -1.77], [-0.25, 0.49, 0.06], [0.25, 0.37, 0.32], [-0.45, 0.13, 0.36], [0.32, -0.17, -0.23], [0.03, -0.15, -0.14], [-0.01, 0.45, -0.01], [-0.13, -0.50, 0.15], [0.05, -0.50, 0.28], [0.35, 0.17, -0.30]],
  "total_charge": -1,
  "max_force_ev_per_a": 3.8,
  "spin_multiplicity": 2,
  "e_homo_ev": [-2.307, -5.676],
  "homo_lumo_gap_ha": [0.144, 0.268],
  "s_squared": 0.77,
  "e_tot_ha": -4482.5405
}